Density functional theory data (ωB97M-V/def2-TZVPD) for 5 unconnected molecules or ions with the total composition C30H25N5O10 in a non-equilibrium geometry.

Structure (XYZ):
```
70
Properties=species:S:1:pos:R:3:forces:R:3
H -0.801 -5.877 -0.598 -1.0 1.1 1.1
C 0.879 -6.583 -3.336 1.2 0.6 -2.0
H -0.329 4.118 -3.399 0.6 -0.5 -0.8
N 1.257 -6.028 -4.656 -0.7 3.6 0.0
C -1.361 2.761 3.355 0.3 1.3 -1.5
H -0.016 3.854 4.693 -0.7 -0.5 -0.5
H 4.088 2.896 3.099 -0.3 -0.1 0.6
H 3.020 -0.187 5.947 -0.4 0.2 -0.1
O -1.464 4.417 -1.707 1.1 -1.9 2.2
N 3.399 1.660 1.113 -0.6 1.7 -1.7
C -0.145 0.415 -0.372 -0.7 -1.3 1.2
C -1.775 1.513 2.974 -1.3 0.3 0.1
H -0.277 -0.342 5.297 0.4 -0.3 0.4
N -2.072 5.264 -2.237 -3.0 3.4 -2.1
O 0.046 -3.541 0.885 -1.2 0.6 -0.4
H 1.213 -9.469 -1.732 0.3 0.1 0.4
O 0.941 -4.819 -4.830 0.5 -2.3 0.0
H -3.361 -1.720 -0.103 0.0 -0.3 0.5
C -0.531 0.548 4.767 0.3 -0.3 1.1
C 1.367 -7.835 -3.094 -1.3 -1.0 0.8
C -1.976 6.771 -5.645 0.9 0.2 -0.7
H -1.584 1.980 -0.765 0.6 0.0 0.2
H 2.163 -1.519 4.192 0.1 -0.3 -0.5
H 0.583 1.927 5.974 -0.3 -0.1 -0.6
O -2.117 -3.739 0.562 1.7 0.2 0.2
C -0.697 4.768 -4.181 -1.0 0.2 0.7
O -1.092 -1.830 3.480 0.3 0.0 0.0
C -0.476 2.891 4.386 1.0 1.6 1.0
O 3.548 2.864 0.982 0.4 0.3 0.2
C -2.588 0.233 -0.342 1.0 -0.5 0.1
O -3.018 5.940 -1.778 1.6 -1.3 0.0
H -1.591 3.639 2.733 -0.1 -0.5 0.4
C -0.084 1.800 5.104 1.0 -0.2 1.6
H 0.312 4.312 -6.118 0.0 0.1 1.0
C -1.402 0.944 -0.478 -1.5 1.9 -0.8
C 3.421 1.577 4.729 0.7 -1.8 0.7
N -1.056 -3.098 0.584 -1.4 -0.1 -0.2
H -0.131 -4.779 -2.728 -0.1 0.3 -0.5
O 1.879 -6.667 -5.456 0.1 -0.6 -0.2
C 0.155 -5.784 -2.521 -1.0 -0.8 2.5
C -2.471 -1.117 -0.045 -1.2 0.0 -0.3
C 2.584 -0.571 3.894 -0.2 0.0 0.1
H -0.635 6.182 -7.185 0.4 0.3 -1.5
C 2.703 -0.142 2.573 0.1 1.1 1.4
C -0.943 5.996 -6.207 -1.5 -0.5 2.2
H -3.130 7.143 -3.811 -0.1 -0.3 -0.3
H 0.051 -8.030 -0.011 -0.4 -0.7 1.5
C -0.062 -0.915 0.026 0.2 0.1 -0.4
C -0.207 -6.374 -1.287 2.0 -1.1 -1.4
C -2.422 6.505 -4.332 0.0 1.9 -1.5
C 3.182 1.171 2.428 -0.2 -2.6 -0.4
H -3.543 0.743 -0.480 0.3 -0.4 0.0
C 0.299 -7.634 -0.938 0.3 0.3 -2.5
C 2.966 0.235 4.944 0.8 1.9 0.5
C -1.409 0.453 3.757 -0.6 -1.3 -1.9
H 3.861 2.201 5.503 -0.4 -0.3 0.2
N -1.863 -0.905 3.336 -0.3 0.2 0.6
C -0.373 4.918 -5.506 0.4 0.6 -1.1
O 3.316 0.932 0.154 0.0 -1.2 -0.3
H -2.283 7.618 -6.297 -0.3 -0.7 1.0
H 2.448 -0.801 1.777 -0.1 0.0 -0.6
C -1.230 -1.653 0.188 1.8 -0.6 0.1
H 0.925 -1.354 0.090 -0.2 -0.3 0.3
O -2.995 -1.016 2.919 -0.1 0.2 -0.2
C 1.028 -8.414 -1.876 -0.4 0.8 0.1
H -2.482 1.410 2.176 -0.1 -0.3 -0.3
H 1.744 -8.369 -3.945 0.6 -0.3 0.1
H 0.741 0.984 -0.393 0.8 0.7 -0.5
C 3.605 1.976 3.439 0.0 1.2 -0.2
C -1.735 5.556 -3.669 1.0 -1.3 0.9
```
Positions in Å, forces in eV/Å.

Calculated values
energy above the lowest of the compared OMol25 structures with the same formula, charge and spin: 191.74 kJ/mol
orbital gap: 9.0 eV
structure (SMILES): O=[N+]([O-])c1ccccc1.O=[N+]([O-])c1ccccc1.O=[N+]([O-])c1ccccc1.O=[N+]([O-])c1ccccc1.O=[N+]([O-])c1ccccc1
HOMO: -9.8 eV

Löwdin population analysis, charges in e, atoms 1 to 4: atom 1 (H): 0.065, atom 2 (C): -0.180, atom 3 (H): 0.114, atom 4 (N): -0.329

=====

Density functional theory data (ωB97M-V/def2-TZVPD) for a molecular structure, C4H8N2O2 in a non-equilibrium geometry.

Structure (XYZ):
```
16
Properties=species:S:1:pos:R:3:forces:R:3
C 0.174 -0.303 1.481 1.1 -1.1 1.1
C -1.501 1.247 0.203 0.2 -0.3 0.4
H -1.658 -0.824 -0.059 0.0 0.0 0.2
N 0.825 -1.384 -1.274 0.2 -0.3 -0.3
H 0.183 -2.154 -1.408 0.0 0.1 0.0
H 1.779 0.491 2.229 0.0 -0.4 0.1
H -0.848 2.109 0.270 0.0 0.1 -0.2
H -2.557 1.408 0.388 0.0 0.0 0.1
C -0.977 0.022 -0.009 0.1 0.3 -1.7
C 0.214 -0.112 -1.275 -0.6 0.0 1.4
O -0.270 -1.280 2.018 -0.4 0.8 -0.5
N 1.161 0.494 1.429 -0.7 0.6 -0.5
H 1.395 0.916 -0.197 -0.3 0.1 -0.7
H 1.424 -1.548 -0.475 0.0 0.0 0.0
H -0.421 -0.004 -2.156 0.0 0.0 0.1
O 1.078 0.923 -1.163 0.3 0.2 0.4
```
Positions in Å, forces in eV/Å.

Calculated values
energy above the lowest of the compared OMol25 structures with the same formula, charge and spin: 382.41 kJ/mol
orbital gap: 8.6 eV
HOMO: -9.6 eV

Löwdin population analysis, charges in e, atoms 1 to 4: atom 1 (C): -0.502, atom 2 (C): 0.100, atom 3 (H): 0.111, atom 4 (N): 0.085

=====

Density functional theory data (ωB97M-V/def2-TZVPD) for a molecular structure, C46H52N6O4OsS2 in a non-equilibrium geometry.

Structure (XYZ):
```
111
Properties=species:S:1:pos:R:3:forces:R:3
C 4.607 1.083 0.004 -2.2 2.4 -0.9
O 1.099 1.556 2.881 -1.0 0.7 -1.4
C -3.600 -2.554 -1.780 -1.9 -0.6 2.2
H 2.066 5.323 1.630 -0.5 -0.3 -0.2
C 1.058 -0.943 0.515 -0.1 0.4 0.2
C -2.938 2.186 2.725 0.1 -0.9 -0.3
H 5.385 -1.015 -2.616 -0.4 0.4 0.3
H 5.931 -3.048 -1.966 0.0 -0.4 -0.8
H -4.310 -1.545 -4.906 0.0 0.0 -0.1
O -0.447 1.737 1.190 1.3 0.1 0.5
H 0.736 -0.984 -0.525 -0.2 -0.1 0.1
C 0.019 0.519 -3.961 0.8 0.1 -0.3
H -2.884 -0.167 -1.081 -0.5 0.1 0.8
C 5.047 0.253 1.026 0.3 -1.4 1.3
H -3.547 3.802 0.441 0.4 -0.8 -0.1
C 5.219 -0.650 -1.593 -0.1 0.4 -0.6
C -2.833 2.952 0.323 0.2 -0.8 0.5
C -3.559 3.479 4.602 -0.4 0.6 0.4
H 2.765 2.766 2.685 0.1 0.4 -0.3
H 1.934 -2.463 2.599 0.2 0.2 0.4
C 0.592 3.721 1.892 0.4 0.4 0.8
H 1.898 -1.629 0.633 0.0 0.1 0.2
C 5.539 -1.542 -0.563 0.3 -0.3 0.3
C -4.591 1.533 1.135 0.8 -1.0 -0.7
H -0.147 -0.115 -4.826 0.0 0.2 0.0
S 4.591 3.465 1.641 1.4 4.4 2.0
C 4.335 0.872 -5.724 -0.9 -0.9 -0.1
C -3.511 2.358 5.397 0.0 -0.1 -0.3
H -4.729 1.153 0.100 0.0 0.2 0.7
Os -1.694 0.075 1.016 0.4 0.6 2.7
H -3.836 -3.865 -5.403 0.1 -0.1 0.1
N -0.653 1.110 -1.756 0.0 0.1 -0.1
H -5.639 -0.931 -0.924 -0.2 0.6 -0.5
H -1.795 3.304 0.461 -0.7 -0.3 -0.1
C -3.008 1.160 4.909 -0.3 -0.5 0.5
C 0.896 -1.035 5.488 -1.1 0.3 0.3
C 0.231 2.109 -1.772 0.5 -0.4 -0.3
H 7.050 -3.177 -0.619 -0.7 0.5 -0.1
H 1.123 -1.014 6.538 0.1 0.2 0.3
H 3.430 -2.838 -5.340 -0.1 0.2 -0.2
N -3.116 1.799 1.316 0.1 1.7 -1.0
H -3.031 0.245 5.525 0.4 0.7 -0.3
H 2.566 -2.275 5.107 -0.3 0.1 -0.5
H 1.365 0.081 0.721 0.0 -0.2 0.2
H -3.231 -4.618 -1.194 0.0 0.0 -0.3
N -0.098 -1.322 1.416 1.0 -1.3 -1.1
C 0.428 2.182 2.042 0.7 0.6 0.2
H 4.474 1.281 -2.140 0.0 0.0 0.1
H -3.337 4.329 2.658 -0.4 -0.2 -0.4
H 4.637 1.888 -5.812 0.3 0.6 0.0
C 2.654 -0.801 -5.398 0.8 0.2 -0.2
N 3.047 3.612 2.163 -0.7 -1.2 1.5
H -4.252 -0.652 -2.643 0.1 -0.5 0.1
C -3.428 -3.957 -2.031 0.2 2.1 0.1
H -3.937 4.381 5.074 0.3 0.1 -0.3
C 5.991 -2.956 -0.905 0.7 0.4 0.8
H -1.454 -0.514 -2.805 0.0 0.2 0.1
H -3.615 -2.713 1.752 0.2 0.2 0.6
N 4.901 -1.459 -5.763 0.8 -0.4 0.2
H -3.845 2.455 6.407 -0.1 -0.2 0.5
C -4.035 -2.213 -4.099 -0.2 1.0 -0.1
H 1.833 3.114 -2.778 0.6 0.5 0.0
C -0.734 0.303 -2.833 0.1 0.7 0.6
H -4.503 -3.810 0.765 -0.4 -0.5 -0.1
C -3.650 -3.159 0.774 0.7 1.0 -0.9
C 5.473 -1.042 0.742 0.0 0.4 0.8
H 5.407 -3.755 -0.439 -0.2 0.3 0.0
C -3.301 3.412 3.231 0.0 -0.2 0.7
C -3.765 -3.527 -4.374 -0.1 -0.6 -0.3
H -0.139 4.129 1.204 -0.1 -0.1 -0.2
H 0.368 4.211 2.853 0.1 -0.5 0.0
C -2.863 -0.753 -0.120 -2.1 -2.5 -1.9
C -5.362 -1.622 -0.156 0.4 0.0 0.4
C 2.975 0.565 -5.519 1.6 -1.6 0.1
C -2.562 1.102 3.593 1.1 0.2 0.2
C -3.487 -4.407 -3.336 0.6 -1.3 0.2
C 3.653 -1.783 -5.497 -0.6 1.2 0.1
C 1.028 1.515 -3.967 -1.9 -0.5 1.7
H -6.002 -2.501 -0.280 0.2 0.0 0.0
C -0.274 -0.421 5.035 0.6 -0.7 -0.1
C -0.314 -2.809 1.068 -1.1 1.0 0.8
H 5.798 -1.675 1.566 -0.2 0.1 -0.1
H 4.958 0.680 2.024 0.3 -0.4 -0.1
C -0.626 -0.520 3.693 0.2 0.5 0.0
N -1.655 0.175 3.096 -1.8 -0.2 -1.9
H -3.267 -5.488 -3.496 -0.4 1.0 -0.2
H 0.602 -3.385 1.021 0.4 0.2 0.0
H -2.731 -3.741 0.605 -0.5 0.3 0.1
C 1.696 -1.779 4.657 1.1 -0.3 0.5
C 1.976 4.235 1.448 0.1 0.6 -0.3
O 5.224 2.588 2.633 0.5 -0.8 0.7
H -0.932 0.106 5.689 0.0 0.3 0.4
H -0.971 -3.284 1.818 0.2 0.5 -0.4
C 1.381 -1.860 3.321 -0.5 -0.3 -0.9
S 1.879 1.901 -5.402 0.2 0.9 -1.1
C 1.146 2.305 -2.818 -1.1 -0.7 -0.5
C 4.752 0.625 -1.324 0.4 -0.8 -1.4
H 2.085 4.107 0.371 0.0 -0.2 -0.3
C 5.232 -0.174 -5.859 0.1 0.0 -0.3
H 0.284 2.791 -0.920 -0.3 -0.4 -0.1
H -0.803 -2.770 0.111 -0.1 -0.4 -0.4
H -5.598 -1.160 0.816 0.2 -0.2 -0.2
H -2.922 2.434 -0.649 0.0 0.7 0.3
H 6.281 0.012 -6.080 -0.1 0.1 0.1
H 1.668 -1.151 -5.255 -0.9 0.0 0.2
H -5.175 2.427 1.262 -0.1 0.5 0.2
C -3.992 -1.703 -2.804 0.6 -0.4 -0.6
C 0.247 -1.230 2.847 -0.2 0.0 0.0
C -3.870 -2.010 -0.277 1.8 -0.5 -0.7
H -4.924 0.784 1.854 0.1 0.0 -0.1
O 3.963 2.221 0.219 0.3 -5.0 -3.0
```
Positions in Å, forces in eV/Å.

Calculated values
energy above the lowest of the compared OMol25 structures with the same formula, charge and spin: 0.00 kJ/mol
2S+1: 5
orbital gap (alpha / beta): 4.8 / 4.5 eV
HOMO (alpha / beta): -4.8 / -7.0 eV

Löwdin population analysis, charges in e, atoms 1 to 4: atom 1 (C): -0.356, atom 2 (O): 0.045, atom 3 (C): -0.147, atom 4 (H): 0.115

=====

- Number 1 is which compound?
  C30H25N5O10

=====

- Number 3 is which compound?
  C46H52N6O4OsS2

=====

- energy above the lowest of the compared OMol25 structures with the same formula, charge and spin of number 3 (C46H52N6O4OsS2)?
  0.00 kJ/mol